Record 1
Computed, not measured: a cluster of 16 separate species, C46H131N7O16 in total at a distorted geometry, with ωB97M-V with the def2-TZVPD basis set.

Structure (XYZ):
```
200
C46H131N7O16, DFT ωB97M-V with the def2-TZVPD basis set
C 5.842 -5.819 0.195
C 5.067 -7.106 0.322
C 3.628 -6.901 -0.003
O 2.985 -6.114 0.963
C 1.615 -6.042 0.739
N 5.681 -8.124 -0.474
H 6.878 -6.069 0.318
H 5.542 -5.071 0.913
H 5.739 -5.405 -0.783
H 5.020 -7.411 1.407
H 3.238 -7.919 -0.085
H 3.431 -6.361 -0.946
H 1.360 -6.028 -0.324
H 1.284 -5.156 1.298
H 1.047 -6.910 1.093
H 6.643 -8.005 -0.671
H 5.564 -9.085 -0.142
C -0.785 -3.506 3.070
C 0.069 -2.232 2.984
C 0.879 -1.791 4.205
O 0.045 -1.554 5.339
C 0.760 -1.682 6.550
N 0.838 -2.285 1.696
H -1.568 -3.485 2.286
H -1.299 -3.542 4.022
H -0.232 -4.492 3.023
H -0.709 -1.485 2.914
H 1.322 -0.819 4.023
H 1.639 -2.461 4.453
H 1.682 -1.026 6.612
H 1.157 -2.677 6.541
H 0.010 -1.462 7.315
H 1.217 -3.173 1.466
H 1.580 -1.677 1.516
C 1.470 4.990 7.581
C 0.882 3.835 6.775
C 1.421 2.527 7.433
O 2.753 2.317 7.541
C 3.333 1.781 6.307
N -0.533 4.026 6.739
H 2.622 4.889 7.609
H 1.177 4.795 8.629
H 1.217 5.973 7.306
H 1.329 3.844 5.722
H 0.978 1.669 6.951
H 0.910 2.484 8.414
H 4.244 1.319 6.603
H 3.461 2.604 5.632
H 2.710 0.911 5.933
H -0.947 3.195 6.328
H -0.995 4.170 7.564
C -2.728 -6.046 -2.871
C -2.057 -7.454 -2.819
C -3.126 -8.430 -3.103
O -4.195 -8.304 -2.150
C -5.150 -9.180 -2.491
N -1.002 -7.519 -3.756
H -2.670 -5.765 -3.918
H -2.061 -5.259 -2.459
H -3.744 -6.014 -2.532
H -1.713 -7.704 -1.853
H -2.781 -9.457 -3.105
H -3.551 -8.201 -4.035
H -6.033 -8.933 -1.983
H -4.942 -10.200 -2.196
H -5.439 -9.230 -3.532
H -0.456 -8.393 -3.669
H -1.369 -7.354 -4.691
C -9.174 -1.141 -0.591
C -7.778 -0.463 -0.135
C -6.655 -1.065 -0.981
O -5.510 -0.513 -0.402
C -4.277 -1.078 -0.822
N -7.937 1.019 -0.262
H -9.110 -2.218 -0.477
H -9.343 -0.926 -1.661
H -10.025 -0.785 0.019
H -7.585 -0.640 0.940
H -6.691 -0.833 -2.063
H -6.754 -2.164 -0.866
H -3.508 -0.433 -0.365
H -4.281 -0.933 -1.887
H -4.193 -2.088 -0.491
H -8.094 1.213 -1.247
H -7.002 1.417 -0.056
C 0.296 9.051 -1.890
C -0.290 7.677 -2.326
C 0.644 6.524 -1.966
O 1.872 6.764 -2.568
C 2.821 5.795 -2.177
N -1.577 7.334 -1.667
H 0.483 8.953 -0.778
H -0.423 9.881 -2.102
H 1.254 9.312 -2.358
H -0.437 7.769 -3.410
H 0.207 5.583 -2.247
H 0.767 6.514 -0.855
H 2.504 4.806 -2.568
H 2.861 5.761 -1.076
H 3.855 6.043 -2.567
H -1.442 7.381 -0.661
H -2.224 8.095 -1.782
C 0.560 2.700 -0.442
C -0.325 2.070 0.652
C -0.290 0.507 0.476
O -0.633 0.105 -0.857
C -0.730 -1.311 -0.963
N 0.284 2.418 1.910
H 0.210 2.310 -1.382
H 1.562 2.330 -0.383
H 0.567 3.755 -0.448
H -1.342 2.383 0.543
H -1.011 0.037 1.156
H 0.656 0.050 0.789
H -1.402 -1.479 -1.829
H -1.049 -1.859 -0.102
H 0.329 -1.685 -1.218
H -0.258 2.032 2.740
H 0.295 3.382 1.966
C 5.159 2.585 1.547
C 3.736 2.906 2.006
O 2.965 1.669 2.132
H 5.213 2.364 0.472
H 5.660 1.751 2.062
H 5.758 3.479 1.704
H 3.345 3.711 1.383
H 3.776 3.286 3.002
H 2.033 1.908 1.979
C 4.728 1.004 -3.955
C 3.849 1.959 -3.105
O 3.574 3.126 -3.785
H 4.958 0.049 -3.446
H 5.542 1.533 -4.385
H 4.093 0.637 -4.772
H 4.436 2.285 -2.235
H 2.951 1.448 -2.766
H 2.616 3.204 -3.983
C -3.290 0.746 3.550
C -2.506 1.690 4.428
O -1.146 1.164 4.608
H -4.198 1.202 3.166
H -3.499 -0.129 4.121
H -2.594 0.360 2.794
H -2.997 1.778 5.318
H -2.298 2.692 3.958
H -1.027 0.241 4.956
C 2.525 -4.388 -4.334
C 1.653 -5.604 -3.975
O 0.741 -5.198 -2.953
H 3.063 -4.150 -3.444
H 1.930 -3.576 -4.724
H 3.174 -4.550 -5.164
H 2.211 -6.480 -3.580
H 1.113 -5.961 -4.859
H 0.183 -5.958 -2.866
C -0.013 5.105 -5.453
C 0.081 3.605 -5.260
O 0.637 3.330 -3.966
H -0.790 5.480 -4.770
H -0.266 5.428 -6.442
H 0.953 5.586 -5.280
H 0.748 3.208 -6.076
H -0.974 3.243 -5.306
H 0.274 2.408 -3.727
C -1.150 5.665 1.842
C -2.625 5.508 2.338
O -3.167 4.245 2.135
H -0.994 5.230 0.837
H -0.375 5.240 2.493
H -0.922 6.693 1.847
H -3.209 6.337 1.963
H -2.696 5.752 3.361
H -3.114 4.082 1.182
C 4.410 -2.517 0.110
C 3.546 -1.280 -0.031
O 3.183 -0.783 1.223
H 5.435 -2.400 0.444
H 4.238 -3.117 -0.823
H 3.899 -3.097 0.942
H 2.624 -1.554 -0.607
H 4.058 -0.491 -0.668
H 3.241 0.161 1.412
C -0.069 -0.653 -5.220
C 0.613 -0.136 -3.961
O -0.169 0.934 -3.349
H 0.504 -1.515 -5.622
H -0.053 0.078 -6.034
H -1.089 -0.982 -4.989
H 1.628 0.223 -4.199
H 0.701 -0.996 -3.291
H -0.289 0.798 -2.343
C -3.321 2.363 -1.764
C -2.907 3.769 -2.255
O -2.385 4.542 -1.238
H -2.540 1.801 -1.291
H -3.790 1.877 -2.628
H -4.229 2.384 -1.148
H -3.731 4.275 -2.716
H -2.061 3.607 -2.936
H -2.134 5.408 -1.594
```

Lowest unoccupied orbital energy, eV: 0.5
Energy relative to the best compared isomer or geometry (same formula, charge and spin), kcal per mole: 35.5

Results of the Löwdin charge analysis, in e, for atoms 1 through 99: C -0.053; C -0.467; C -0.237; O -0.172; C -0.111; N 0.043; H 0.070; H 0.070; H 0.073; H 0.156; H 0.125; H 0.130; H 0.075; H 0.064; H 0.090; H 0.052; H 0.086; C -0.053; C -0.364; C -0.169; O -0.224; C -0.093; N 0.090; H 0.081; H 0.065; H 0.083; H 0.099; H 0.126; H 0.105; H 0.093; H 0.077; H 0.100; H 0.036; H -0.004; C -0.072; C -0.447; C -0.287; O -0.171; C -0.035; N 0.065; H 0.106; H 0.082; H 0.049; H 0.149; H 0.094; H 0.132; H 0.074; H 0.073; H 0.090; H 0.057; H 0.038; C -0.016; C -0.459; C -0.210; O -0.148; C -0.180; N 0.043; H 0.074; H 0.080; H 0.070; H 0.134; H 0.132; H 0.111; H 0.076; H 0.091; H 0.092; H 0.115; H 0.099; C -0.059; C -0.391; C -0.243; O -0.218; C -0.085; N 0.022; H 0.054; H 0.071; H 0.072; H 0.139; H 0.134; H 0.127; H 0.085; H 0.083; H 0.082; H 0.060; H 0.068; C -0.057; C -0.397; C -0.253; O -0.184; C -0.092; N 0.044; H 0.091; H 0.080; H 0.073; H 0.135; H 0.100; H 0.129; H 0.068; H 0.082

Record 2
Computed, not measured: a structure of composition C46H30Cl4I2LaN5O8 at a distorted geometry, with ωB97M-V with the def2-TZVPD basis set.

Structure (XYZ):
```
96
C46H30Cl4I2LaN5O8, DFT ωB97M-V with the def2-TZVPD basis set
La 0.564 0.334 -0.370
O -1.464 5.269 2.067
C -2.537 4.464 2.022
C -3.788 5.034 2.286
C -4.933 4.258 2.273
C -4.868 2.894 1.994
C -3.629 2.330 1.730
C -2.456 3.082 1.740
C -1.183 2.361 1.402
O -1.246 1.116 1.173
N -0.108 3.133 1.335
N 1.029 2.429 0.940
C 2.100 3.110 0.802
C 3.417 2.549 0.475
C 4.459 3.448 0.232
C 5.743 3.022 -0.056
C 5.983 1.639 -0.086
C 4.980 0.724 0.164
C 3.656 1.148 0.440
O 2.702 0.304 0.652
H -0.666 4.680 1.870
H -3.825 6.097 2.497
H -5.892 4.724 2.477
H -5.764 2.286 1.971
H -3.530 1.278 1.486
H 2.038 4.189 0.953
H 4.232 4.511 0.261
H 6.533 3.732 -0.261
H 6.977 1.274 -0.322
H 5.164 -0.346 0.131
I 2.645 2.812 -4.784
C 3.271 0.959 -4.107
C 4.271 0.271 -4.835
C 4.748 -0.936 -4.422
I 6.255 -1.841 -5.539
C 4.216 -1.548 -3.245
C 4.653 -2.782 -2.710
C 4.090 -3.266 -1.569
C 3.045 -2.540 -0.963
N 2.604 -1.412 -1.437
C 3.193 -0.878 -2.546
C 2.726 0.449 -2.935
O 1.853 1.065 -2.209
H 4.670 0.729 -5.730
H 5.441 -3.329 -3.213
H 4.416 -4.206 -1.141
H 2.568 -2.908 -0.059
O -3.017 0.078 -1.723
C -2.484 1.157 -1.917
N -1.195 1.528 -1.616
C -1.008 2.849 -2.001
O -0.020 3.524 -1.810
C -2.269 3.340 -2.691
C -2.570 4.538 -3.303
C -3.849 4.679 -3.843
C -4.779 3.638 -3.759
C -4.448 2.433 -3.135
C -3.179 2.320 -2.609
H -1.836 5.335 -3.351
H -4.129 5.605 -4.334
H -5.768 3.772 -4.184
H -5.152 1.612 -3.060
Cl 0.823 -0.404 2.838
C 0.608 -1.610 4.047
C 1.508 -1.593 5.090
C 1.423 -2.542 6.100
C 0.420 -3.487 6.021
C -0.487 -3.489 4.966
Cl -1.725 -4.736 5.031
C -0.437 -2.548 3.932
N -1.315 -2.434 2.870
C -2.043 -3.533 2.301
C -3.391 -3.669 2.594
C -4.128 -4.712 2.055
C -3.502 -5.620 1.206
C -2.160 -5.456 0.890
C -1.412 -4.408 1.424
C 0.013 -4.179 0.950
C 0.006 -3.228 -0.243
O 0.069 -3.716 -1.367
O -0.101 -1.978 0.075
H 2.281 -0.835 5.089
H 2.125 -2.544 6.923
H 0.311 -4.250 6.782
H -0.980 -1.796 2.151
H -3.844 -2.944 3.261
H -5.182 -4.810 2.289
H -4.065 -6.437 0.770
H -1.675 -6.131 0.194
H 0.440 -5.125 0.623
H 0.619 -3.757 1.754
Cl -1.661 -2.582 -5.229
C -1.467 -2.082 -3.500
Cl -0.118 -0.963 -3.293
H -1.235 -2.954 -2.904
H -2.364 -1.569 -3.188
```

Lowest unoccupied orbital energy, eV: 3.3
Net charge: -2
Energy relative to the best compared isomer or geometry (same formula, charge and spin), kcal per mole: 18.0

The molecule's Löwdin atomic charges, reported in e, are given here: La 2.008; O 0.025; C -0.283; C -0.040; C -0.117; C -0.108; C -0.028; C -0.065; C -0.488; O -0.230; N 0.038; N -0.115; C -0.077; C -0.144; C -0.070; C -0.129; C -0.112; C -0.025; C -0.392; O -0.323; H 0.076; H 0.103; H 0.088; H 0.087; H 0.114; H 0.124; H 0.102; H 0.079; H 0.088; H 0.104; I 0.884; C -0.659; C -0.251; C -0.692; I 0.834; C -0.208; C -0.061; C -0.045; C -0.125; N 0.077; C -0.158; C -0.481; O -0.321; H 0.063; H 0.050; H 0.099; H 0.112; O 0.036; C -0.459; N -0.044; C -0.442; O 0.056; C -0.085; C -0.011; C -0.095; C -0.095; C -0.015; C -0.089; H 0.114; H 0.089; H 0.088; H 0.111; Cl 0.845; C -0.551; C -0.119; C -0.110; C -0.146; C -0.546; Cl 0.704; C -0.279; N 0.093; C -0.252; C -0.069; C -0.099; C -0.092; C -0.032; C -0.148; C -0.049; C -0.656; O 0.009; O -0.258; H 0.103; H 0.095; H 0.090; H 0.072; H 0.114; H 0.094; H 0.093; H 0.113; H 0.116; H 0.114; Cl 0.449; C -0.925; Cl 0.659; H -0.001; H 0.004